The following is a quantum chemistry calculation of a structure of composition C43H60BClN3Sb2Y at a distorted geometry, from the OMol25 dataset.

Element x y z (Å)
Y  0.2452  0.0729  -0.2505
C  2.0881  3.2241  3.2466
Sb  0.5606  2.3204  2.1113
C  0.6228  0.4303  3.1529
C  -1.1420  3.1824  3.1218
C  -1.7375  2.2269  4.1248
C  -1.1850  2.1684  5.4077
C  -1.6596  1.2898  6.3679
C  -2.7155  0.4445  6.0529
C  -3.2823  0.5060  4.7893
C  -2.8102  1.3884  3.8125
C  -3.5127  1.4256  2.4702
Sb  -2.8649  -0.0056  1.0085
C  -4.5001  0.2769  -0.3015
C  -3.5428  -1.7708  1.9580
H  2.0074  4.3056  3.1611
H  3.0640  2.9026  2.8910
H  1.9365  2.9103  4.2770
H  0.7157  0.6174  4.2228
H  1.4793  -0.1658  2.8223
H  -0.2966  -0.1442  2.9980
H  -1.8345  3.5174  2.3537
H  -0.7326  4.0672  3.6109
H  -0.3727  2.8464  5.6605
H  -1.2224  1.2781  7.3598
H  -3.1126  -0.2381  6.7949
H  -4.1372  -0.1250  4.5581
H  -3.4638  2.3961  1.9784
H  -4.5655  1.1576  2.5758
H  -5.4002  0.1920  0.3082
H  -4.5041  -0.4843  -1.0811
H  -4.4496  1.2625  -0.7618
H  -4.5788  -1.5904  2.2440
H  -2.9496  -1.9965  2.8448
H  -3.4997  -2.6071  1.2584
C  -3.4803  1.1678  -5.8238
C  -2.5771  0.8906  -4.6247
C  -3.3052  1.2374  -3.3260
C  -2.0819  -0.5494  -4.5716
C  -2.9352  -1.5983  -4.8979
C  -2.5277  -2.9207  -4.7757
C  -1.2545  -3.2146  -4.3177
C  -0.3576  -2.1985  -3.9842
C  1.0680  -2.5396  -3.5684
C  1.1334  -3.6428  -2.5046
C  1.9015  -2.9344  -4.7897
C  -0.7928  -0.8747  -4.1223
N  0.1103  0.1921  -3.7942
B  0.4632  0.6909  -2.4841
N  1.3262  1.8099  -2.7822
C  1.4496  1.9553  -4.1625
C  0.7234  0.9790  -4.7630
C  1.8523  2.6878  -1.7851
C  2.9970  2.3008  -1.0679
C  3.4851  3.1701  -0.0878
C  2.8606  4.3785  0.1653
C  1.7109  4.7271  -0.5360
C  1.1816  3.8913  -1.5149
C  -0.1305  4.2511  -2.1914
C  -1.2995  3.9006  -1.2582
C  -0.2045  5.7208  -2.6073
C  3.7947  1.0584  -1.4201
C  5.0477  1.4229  -2.2218
C  4.1841  0.2663  -0.1725
H  -3.6893  2.2373  -5.8959
H  -4.4424  0.6558  -5.7366
H  -3.0134  0.8524  -6.7594
H  -1.7154  1.5495  -4.7028
H  -4.2143  0.6349  -3.2323
H  -3.5942  2.2937  -3.2996
H  -2.6712  1.0368  -2.4574
H  -3.9345  -1.3841  -5.2589
H  -3.2014  -3.7236  -5.0547
H  -0.9464  -4.2525  -4.2426
H  1.5156  -1.6396  -3.1485
H  0.8061  -4.6072  -2.8981
H  0.4975  -3.4244  -1.6386
H  2.1631  -3.7726  -2.1536
H  1.4929  -3.8373  -5.2538
H  2.9386  -3.1369  -4.5085
H  1.9003  -2.1420  -5.5399
H  2.0520  2.7332  -4.6135
H  0.6015  0.7813  -5.8208
H  4.3953  2.9189  0.4497
H  3.2743  5.0598  0.9029
H  1.2234  5.6752  -0.3230
H  -0.2344  3.6425  -3.0872
H  -1.2727  4.5249  -0.3561
H  -1.2576  2.8489  -0.9485
H  -2.2620  4.0614  -1.7528
H  -0.3312  6.3842  -1.7464
H  -1.0595  5.8803  -3.2663
H  0.6945  6.0319  -3.1421
H  3.1830  0.4245  -2.0580
H  5.7158  2.0502  -1.6247
H  4.7853  1.9757  -3.1242
H  5.5962  0.5264  -2.5194
H  4.9455  0.7734  0.4253
H  4.6009  -0.7048  -0.4518
H  3.3327  0.1012  0.5128
Cl  3.9107  -4.7146  0.8920
C  2.3543  -4.0268  1.0846
C  1.3058  -4.7498  1.6206
C  0.0684  -4.1340  1.7318
C  -0.0686  -2.8307  1.3041
N  0.9559  -2.1292  0.7911
C  2.1503  -2.7255  0.6839
H  1.4583  -5.7732  1.9439
H  -0.7820  -4.6618  2.1459
H  -1.0253  -2.3270  1.3796
H  2.9682  -2.1596  0.2710

highest occupied orbital energy: -12.58 eV
energy relative to the best compared isomer or geometry (same formula, charge and spin): 4.7 kcal/mol
orbital gap: 0.2405 Ha
max |F|: 1.96 eV/Å
total energy: -2842.19864 a.u.
multiplicity: 1
net charge: +2

---

The following is a quantum chemistry calculation of a structure of composition C43H60BF4KN8OS at a distorted geometry, from the OMol25 dataset.

Element x y z (Å)
K  -0.1420  0.4881  0.2521
C  2.4931  2.5880  -0.5208
N  2.6585  1.1692  -0.3090
C  3.3786  0.9107  0.9170
C  3.2578  0.5645  -1.4856
C  3.6290  -0.9149  -1.3453
N  2.5058  -1.7229  -0.9617
C  2.6888  -2.9052  -0.4343
C  1.5430  -3.6417  0.0209
F  0.3183  -3.0775  -0.1543
C  1.6119  -4.8699  0.6205
F  0.4713  -5.4940  1.0252
C  2.8188  -5.5310  0.8312
C  3.9513  -4.8763  0.3767
F  5.1609  -5.4959  0.5348
C  3.9065  -3.6459  -0.2339
F  5.1112  -3.1589  -0.6857
H  1.9783  3.0336  0.3237
H  1.8754  2.7522  -1.4014
H  3.4598  3.1132  -0.6544
H  4.4245  1.2699  0.8896
H  3.3828  -0.1544  1.1204
H  2.8587  1.4011  1.7357
H  4.1887  1.1026  -1.7799
H  2.5351  0.6682  -2.2978
H  4.4679  -0.9972  -0.6410
H  4.0093  -1.2356  -2.3309
H  2.8645  -6.4926  1.3094
N  -2.0555  1.0514  4.1835
C  -1.8132  0.7305  2.7472
O  -0.5538  0.6217  2.4541
C  -2.8496  1.3810  1.8453
C  -2.9044  -0.1167  2.0898
H  -1.2689  0.6488  4.6876
H  -2.8986  0.5834  4.5047
H  -2.5722  1.6973  0.8498
H  -3.6172  1.9807  2.3172
H  -2.6231  -0.7498  1.2564
H  -3.7425  -0.4921  2.6692
C  -4.8074  -3.4381  -4.3976
C  -4.4830  -2.9490  -2.9918
C  -3.0614  -2.5390  -2.8700
N  -2.6380  -1.4650  -2.2956
N  -1.3223  -1.3207  -2.2840
C  -0.6729  -2.2851  -2.8447
N  0.6715  -2.3435  -3.0153
S  -1.7449  -3.5581  -3.4970
H  -5.8544  -3.7216  -4.4831
H  -4.1851  -4.2956  -4.6409
H  -4.6007  -2.6490  -5.1137
H  -4.7017  -3.7489  -2.2757
H  -5.0967  -2.0833  -2.7409
H  1.2085  -1.8762  -2.2616
H  1.0149  -3.2790  -3.1818
C  0.8442  7.1894  -3.7997
C  1.2144  5.9468  -2.9860
C  2.6486  5.5113  -3.3048
C  1.0545  6.1448  -1.4935
C  1.8554  7.0544  -0.8237
C  1.8150  7.1557  0.5549
C  1.0023  6.2988  1.2755
C  0.1703  5.3914  0.6414
C  -0.7140  4.4725  1.4471
C  0.0619  3.7576  2.5528
C  -1.9005  5.2427  2.0322
C  0.1449  5.3541  -0.7639
N  -0.8017  4.5914  -1.4473
B  -1.0299  3.1502  -1.6254
N  -2.1011  3.1486  -2.6155
C  -2.4679  4.4504  -2.9176
C  -1.6834  5.3061  -2.2469
C  -2.8573  2.1395  -3.2347
C  -4.1570  1.8946  -2.7571
C  -4.9904  1.0288  -3.4461
C  -4.5452  0.3619  -4.5692
C  -3.2493  0.5569  -5.0016
C  -2.3948  1.4508  -4.3692
C  -1.0391  1.6731  -5.0048
C  -0.9286  3.0958  -5.5649
C  0.1193  1.3578  -4.0610
C  -4.6502  2.5606  -1.4904
C  -5.3443  1.5541  -0.5707
C  -5.5928  3.7310  -1.7971
H  0.9644  6.9883  -4.8648
H  1.4775  8.0359  -3.5352
H  -0.1919  7.4687  -3.6189
H  0.5521  5.1317  -3.2889
H  3.3534  6.3241  -3.1336
H  2.7281  5.2002  -4.3463
H  2.9280  4.6730  -2.6712
H  2.5250  7.6949  -1.3843
H  2.4364  7.8800  1.0670
H  1.0038  6.3473  2.3551
H  -1.1008  3.7065  0.7695
H  0.1252  4.3618  3.4558
H  1.0694  3.5273  2.2180
H  -0.4210  2.8171  2.8013
H  -1.5582  6.0295  2.7073
H  -2.5339  4.5529  2.5853
H  -2.4862  5.7040  1.2369
H  -3.2469  4.6741  -3.6269
H  -1.7165  6.3836  -2.2355
H  -6.0059  0.8742  -3.1045
H  -5.2077  -0.3065  -5.1069
H  -2.8951  0.0168  -5.8722
H  -0.9708  0.9839  -5.8598
H  -1.0065  3.8280  -4.7677
H  -1.7264  3.2857  -6.2850
H  0.0286  3.2294  -6.0679
H  0.1215  2.0537  -3.2195
H  1.0682  1.4211  -4.5939
H  0.0058  0.3594  -3.6508
H  -3.7809  2.9558  -0.9564
H  -6.3188  1.2632  -0.9633
H  -5.4943  1.9934  0.4137
H  -4.7256  0.6672  -0.4596
H  -6.4537  3.3921  -2.3743
H  -5.0765  4.5021  -2.3644
H  -5.9489  4.1771  -0.8688

highest occupied orbital energy: -0.40 eV
energy relative to the best compared isomer or geometry (same formula, charge and spin): 22.1 kcal/mol
orbital gap: 0.1552 Ha
max |F|: 2.16 eV/Å
total energy: -3610.25164 a.u.
multiplicity: 1
net charge: -2

---

The following is a quantum chemistry calculation of a structure of composition C43H60BaCl3GeN5O5SSi3, from the OMol25 dataset.

Element x y z (Å)
Ba  -1.0495  0.0071  -0.0882
Cl  -3.2809  0.4379  -2.2421
C  -3.1101  -0.4040  -3.7756
C  -4.1400  -0.2037  -4.6771
C  -4.0832  -0.8055  -5.9224
C  -2.9856  -1.5920  -6.2357
C  -1.9734  -1.7739  -5.3120
Cl  -0.6326  -2.7701  -5.8020
C  -1.9747  -1.2015  -4.0191
S  -0.6926  -1.4625  -2.8914
H  -4.9762  0.4204  -4.3937
H  -4.8816  -0.6634  -6.6379
H  -2.9046  -2.0750  -7.2000
C  0.0148  4.2764  4.1825
O  0.1044  4.6396  2.8108
C  -0.3076  5.8753  2.4467
C  -0.5028  6.9290  3.3298
C  -0.8824  8.1785  2.8524
C  -1.0874  8.3825  1.4994
C  -0.9406  7.3157  0.6212
C  -0.5552  6.0649  1.0744
N  -0.4154  4.9888  0.1698
C  -0.8387  3.6975  0.4608
N  -1.9664  3.6801  1.2019
C  -2.5676  2.6929  2.0501
C  -2.5129  1.3222  1.8217
C  -3.2481  0.5480  2.7464
C  -3.9686  1.0901  3.7976
C  -3.9787  2.4682  4.0018
C  -3.2708  3.2684  3.1253
O  -3.1968  4.6463  3.2334
C  -3.9647  5.2658  4.2388
N  -0.2189  2.6510  0.0037
C  0.9953  2.8499  -0.6956
C  2.1417  3.3284  -0.0714
C  3.3389  3.4576  -0.7651
C  3.3927  3.0969  -2.1001
C  2.2638  2.6029  -2.7437
C  1.0664  2.4743  -2.0488
O  -0.0840  1.9969  -2.5839
C  -0.0978  1.7228  -3.9783
H  0.2530  3.2169  4.2203
H  -1.0018  4.4379  4.5496
H  0.7263  4.8446  4.7876
H  -0.3438  6.7825  4.3882
H  -1.0184  8.9929  3.5527
H  -1.3840  9.3536  1.1267
H  -1.1426  7.4365  -0.4359
H  0.3148  5.0585  -0.5199
H  -2.3148  4.6047  1.4047
H  -3.2722  -0.5330  2.6339
H  -4.5281  0.4494  4.4704
H  -4.5278  2.8941  4.8300
H  -3.8046  6.3364  4.1280
H  -3.6421  4.9536  5.2371
H  -5.0286  5.0402  4.1241
H  2.0784  3.5968  0.9777
H  4.2214  3.8254  -0.2579
H  4.3210  3.1811  -2.6509
H  2.3229  2.3078  -3.7813
H  -1.1096  1.4068  -4.2116
H  0.5851  0.9094  -4.2274
H  0.1519  2.6271  -4.5419
O  0.4495  1.2485  2.7318
H  -0.5189  1.1758  2.7919
H  0.5563  1.8852  2.0103
Cl  1.9172  -0.5878  0.1388
C  1.2055  -4.7183  1.5768
Si  2.2446  -4.3474  0.0745
C  1.2576  -4.3280  -1.5079
C  3.6352  -5.6165  -0.0513
Ge  3.4203  -2.2758  0.3339
Si  4.1419  -1.6842  2.5248
C  5.4153  -2.9285  3.1330
C  2.6325  -1.6622  3.6278
C  4.8915  0.0355  2.4696
Si  4.7627  -1.6795  -1.5443
C  3.6765  -1.7810  -3.0645
C  6.2241  -2.8548  -1.7017
C  5.3893  0.0709  -1.3085
H  0.5496  -5.5699  1.3755
H  0.5566  -3.8832  1.8413
H  1.8314  -4.9627  2.4391
H  0.4870  -5.1021  -1.4646
H  1.8963  -4.5240  -2.3722
H  0.7453  -3.3811  -1.6839
H  3.2133  -6.6247  -0.0888
H  4.3058  -5.5714  0.8107
H  4.2325  -5.4715  -0.9541
H  4.9956  -3.9360  3.1737
H  5.7539  -2.6675  4.1393
H  6.2908  -2.9548  2.4802
H  2.1081  -2.6193  3.6236
H  1.9346  -0.8929  3.2854
H  2.9146  -1.4294  4.6588
H  5.8423  0.0494  1.9337
H  5.0666  0.4049  3.4840
H  4.2077  0.7260  1.9708
H  3.4064  -2.8148  -3.2893
H  4.1948  -1.3713  -3.9364
H  2.7437  -1.2266  -2.9335
H  5.8931  -3.8755  -1.9032
H  6.8288  -2.8715  -0.7922
H  6.8703  -2.5434  -2.5271
H  4.5582  0.7579  -1.1372
H  5.9321  0.4073  -2.1969
H  6.0645  0.1389  -0.4530
N  -3.3287  -6.0693  4.1359
C  -3.1446  -6.0117  2.7367
O  -3.4486  -7.0046  2.0607
C  -2.5776  -4.8081  2.2059
C  -2.4361  -4.6358  0.7948
C  -1.9067  -3.4882  0.2858
N  -1.4754  -2.4272  1.0415
C  -1.5913  -2.6039  2.3873
C  -2.1186  -3.7067  2.9943
H  -3.9617  -6.8187  4.3720
H  -3.5752  -5.1954  4.5747
H  -2.7571  -5.4302  0.1343
H  -1.8054  -3.3619  -0.7884
H  -1.2223  -1.7861  3.0034
H  -2.1253  -3.7399  4.0771

highest occupied orbital energy (alpha / beta): -2.07 / -4.90 eV
energy relative to the best compared isomer or geometry (same formula, charge and spin): 0.0 kcal/mol
orbital gap (alpha / beta): 0.1490 / 0.2527 Ha
max |F|: 0.68 eV/Å
expectation value of S²: 0.76
total energy: -7074.46206 a.u.
multiplicity: 2
net charge: -1

---

The following is a quantum chemistry calculation of a structure of composition C43H60N3SbTc at a distorted geometry, from the OMol25 dataset.

Element x y z (Å)
Tc  -0.5589  0.1845  -0.3663
C  -2.1913  0.6620  5.2766
C  -3.0592  0.5353  4.0119
C  -2.9617  1.7922  3.1401
C  -2.9415  -0.8233  3.3016
C  -3.6345  -1.8447  3.9511
C  -3.8819  -3.0609  3.3546
C  -3.5527  -3.2178  2.0187
C  -2.8359  -2.2532  1.3262
C  -2.7566  -2.4753  -0.1786
C  -1.3790  -2.6515  -0.8025
C  -3.5306  -1.3674  -0.8962
C  -2.3916  -1.1019  2.0247
N  -1.3572  -0.2797  1.4924
C  -0.5411  0.2951  2.3643
C  0.3570  1.2806  1.9703
C  1.1791  2.1256  2.7195
C  1.6969  3.0569  1.8329
C  1.2017  2.7663  0.5495
N  0.3903  1.6802  0.6252
C  1.5561  3.4883  -0.7230
C  2.4828  4.6717  -0.4383
C  0.2676  4.0004  -1.3768
C  2.2992  2.5054  -1.6480
H  -2.6290  1.3985  5.9499
H  -1.1780  1.0013  5.0502
H  -2.1294  -0.2840  5.8141
H  -4.0934  0.5178  4.3632
H  -1.9402  2.1332  2.9872
H  -3.4890  2.6065  3.6365
H  -3.4315  1.6365  2.1669
H  -4.0311  -1.6491  4.9401
H  -4.4009  -3.8441  3.8894
H  -3.8781  -4.1117  1.5020
H  -3.2850  -3.4107  -0.3688
H  -0.8787  -1.6793  -0.9911
H  -1.4621  -3.1164  -1.7844
H  -0.7248  -3.2572  -0.1783
H  -3.0413  -0.3927  -0.7452
H  -4.5457  -1.2920  -0.5097
H  -3.5830  -1.5684  -1.9682
H  -0.5781  0.0166  3.4101
H  1.3571  2.0736  3.7825
H  2.3422  3.8793  2.0886
H  1.9810  5.4406  0.1500
H  2.7956  5.1213  -1.3804
H  3.3811  4.3496  0.0893
H  -0.2408  4.7101  -0.7226
H  -0.4182  3.1849  -1.5800
H  0.5073  4.5121  -2.3094
H  3.2815  2.2776  -1.2335
H  2.4425  2.9547  -2.6315
H  1.7427  1.5756  -1.7585
N  -0.6712  0.7082  -2.0792
C  -0.9629  1.1785  -3.2432
C  -0.1445  0.9050  -4.4199
C  1.1284  0.3282  -4.2815
C  1.9314  0.1325  -5.3841
C  1.4785  0.4882  -6.6510
C  0.1959  0.9996  -6.8095
C  -0.6148  1.2004  -5.7099
C  -2.1393  2.0783  -3.3835
C  -1.9630  3.3473  -3.9423
C  -3.0443  4.1973  -4.0852
C  -4.3167  3.7771  -3.7170
C  -4.4982  2.5099  -3.1826
C  -3.4121  1.6711  -2.9930
H  1.4794  0.0582  -3.2937
H  2.9226  -0.2838  -5.2649
H  2.1216  0.3617  -7.5111
H  -0.1668  1.2424  -7.7986
H  -1.6201  1.5678  -5.8520
H  -0.9782  3.6658  -4.2567
H  -2.8954  5.1825  -4.5056
H  -5.1631  4.4347  -3.8598
H  -5.4899  2.1681  -2.9191
H  -3.5632  0.6712  -2.6110
C  4.8546  -1.7230  1.8080
C  3.6905  -0.7488  1.7256
C  4.0142  0.4365  0.8295
Sb  1.7949  -1.7133  1.0765
C  2.3211  -3.3721  -0.3058
C  2.9379  -2.7624  -1.5553
C  3.1983  -4.4268  0.3493
C  1.1267  -2.6519  2.9831
C  2.3023  -3.0706  3.8514
C  0.1619  -3.7945  2.7030
H  5.6838  -1.2295  2.3220
H  5.2085  -1.9999  0.8143
H  4.6188  -2.6270  2.3669
H  3.4211  -0.3913  2.7226
H  4.1798  0.1247  -0.2037
H  4.9347  0.9086  1.1833
H  3.2232  1.1834  0.8524
H  1.3537  -3.8147  -0.5531
H  3.9048  -2.3033  -1.3417
H  2.2827  -2.0078  -1.9992
H  3.1019  -3.5429  -2.3021
H  4.2066  -4.0634  0.5393
H  3.2773  -5.2881  -0.3197
H  2.7719  -4.7880  1.2853
H  0.5889  -1.8477  3.4905
H  2.8772  -3.8808  3.4023
H  1.9155  -3.4394  4.8051
H  2.9681  -2.2378  4.0762
H  0.6296  -4.5920  2.1228
H  -0.7333  -3.4506  2.1841
H  -0.1607  -4.2286  3.6527

highest occupied orbital energy (alpha / beta): -13.10 / -13.16 eV
energy relative to the best compared isomer or geometry (same formula, charge and spin): 42.2 kcal/mol
orbital gap (alpha / beta): 0.2273 / 0.2053 Ha
max |F|: 1.45 eV/Å
expectation value of S²: 3.85
total energy: -2159.21763 a.u.
multiplicity: 4
net charge: +2

---

| no. | molar mass (g/mol) |
| --- | --- |
| 1 | 997.67 |
| 2 | 862.98 |
| 3 | 1159.61 |
| 4 | 838.73 |